Entry from OMol25: a structure of composition C14H29Br2FN3O9PS2 in a non-equilibrium geometry (ωB97M-V with the def2-TZVPD basis set).

The HOMO energy comes out at -0.317 hartree. The value obtained for the gap between HOMO and LUMO is 7.101 eV. The calculation puts the LUMO energy at -1.5 eV.

Last column: natural (NBO) charge in e.
Element x y z (Å)
C1 -0.28166 3.53118 3.08933  -0.6324
C2 0.01360 2.04504 3.23900  -0.0650
O1 0.09623 1.46646 1.93739  -0.5484
C3 0.10052 0.06757 1.96238  0.1044
N1 -0.06583 -0.38012 0.58212  -0.5442
C4 -0.55930 -1.78418 0.49920  -0.2124
C5 -1.94540 -1.94067 1.14671  -0.4051
C6 -2.89361 -0.74340 0.96131  -0.4310
C7 -3.94170 -1.00108 -0.12686  -0.6801
S1 -4.85521 0.47039 -0.53219  2.3591
O2 -5.05780 0.50438 -1.94862  -0.9063
O3 -4.26805 1.62489 0.09454  -0.9457
O4 -6.22680 0.16563 0.23263  -0.8879
C8 1.10823 -0.14315 -0.13534  0.9047
N2 1.08422 0.71554 -1.09615  -0.7879
P1 -0.25615 1.64827 -1.80124  1.9615
O5 0.31115 1.61261 -3.27963  -1.0302
O6 -1.50428 0.69651 -1.76931  -0.9987
S2 -0.44901 3.36744 -1.08501  -0.4765
N3 2.29555 -0.91680 0.11246  -0.5915
C9 2.38248 -1.83229 -1.08802  0.3845
C10 2.59112 -3.30412 -0.86590  -0.6710
F1 1.16566 -1.56298 -1.69336  -0.3511
C11 3.54471 -0.21268 0.41625  -0.0919
Br1 4.56631 -1.48648 1.48290  0.0444
C12 3.31052 1.15098 1.11680  -0.2847
C13 3.41149 2.32136 0.11198  -0.6515
Br2 4.68891 1.48013 2.46281  0.0337
H1 -1.34794 3.74211 3.17062  0.2202
H2 0.25654 4.10662 3.84421  0.2146
H3 0.05644 3.87354 2.10824  0.2354
H4 0.97207 1.90061 3.75830  0.1678
H5 -0.77650 1.55382 3.82043  0.1738
H6 -0.72452 -0.31387 2.56818  0.1955
H7 1.05290 -0.28649 2.40180  0.1559
H8 0.14854 -2.46689 0.98502  0.1936
H9 -0.63147 -2.03725 -0.55752  0.2334
H10 -2.36998 -2.87282 0.76312  0.2303
H11 -1.80913 -2.10741 2.21946  0.2042
H12 -3.43851 -0.59064 1.89831  0.2145
H13 -2.37118 0.19190 0.76578  0.2576
H14 -3.51916 -1.39966 -1.05109  0.2601
H15 -4.67001 -1.72366 0.24701  0.2505
H16 -6.53431 1.01752 0.58315  0.5131
H17 1.96174 0.86251 -1.58731  0.4353
H18 0.02599 0.84507 -3.83461  0.5401
H19 -1.46698 -0.07499 -2.37391  0.5557
H20 3.16492 -1.48421 -1.77688  0.1636
H21 2.20860 -3.64124 0.09674  0.2302
H22 2.11789 -3.80944 -1.71366  0.2727
H23 3.65798 -3.52231 -0.93289  0.2391
H24 4.18255 -0.03895 -0.45392  0.2072
H25 2.38435 1.17753 1.68503  0.2449
H26 4.17427 3.03827 0.40503  0.2535
H27 2.44964 2.82389 -0.01894  0.2497
H28 3.72366 1.95760 -0.87477  0.1938
C14 -0.55422 -1.99657 -4.18903  0.9540
O7 0.45693 -2.71536 -4.28200  -0.7758
O8 -0.18042 -0.63623 -3.68856  -0.8768
O9 -1.74242 -2.17128 -4.37143  -0.7023
H29 0.77582 -0.76213 -3.64010  0.4960


Entry from OMol25: a cluster of 2 separate species, C14H29BrN3O2 in total in a non-equilibrium geometry (ωB97M-V with the def2-TZVPD basis set).

The HOMO energy comes out at -0.372 hartree. The value obtained for the gap between HOMO and LUMO is 6.919 eV. The calculation puts the LUMO energy at -3.2 eV. As for the net charge: +1.

Last column: natural (NBO) charge in e.
Element x y z (Å)
C1 -0.74932 1.01446 0.89434  -0.6212
C2 0.63625 1.69469 1.28374  -0.3990
C3 0.91239 3.01457 0.42003  -0.4193
C4 1.84130 4.01782 1.22282  -0.4313
C5 1.50067 5.54329 1.02461  -0.2291
N1 1.63801 6.03497 -0.36589  -0.3245
C6 1.90963 5.39265 -1.54278  0.2457
N2 1.96621 6.32675 -2.54871  -0.4705
C7 1.70107 7.61973 -2.06290  -0.0662
C8 1.47599 7.40535 -0.64124  0.0607
Br1 1.03525 8.86432 0.54312  0.1916
H1 -1.29807 1.62466 0.13204  0.2020
H2 -0.49838 0.03263 0.39834  0.2292
H3 -1.31386 0.83464 1.84261  0.2310
H4 0.74440 1.86418 2.38671  0.2051
H5 1.46678 0.98074 0.99662  0.2069
H6 -0.06498 3.45529 0.08895  0.2085
H7 1.48104 2.65814 -0.49297  0.1924
H8 1.66194 3.80626 2.32019  0.2446
H9 2.93352 3.78018 1.05954  0.2272
H10 2.26251 6.11652 1.63598  0.2417
H11 0.50266 5.79483 1.47420  0.2477
H12 2.05962 4.29961 -1.66041  0.2740
H13 2.17440 6.19129 -3.54060  0.4640
H14 1.66169 8.59679 -2.59284  0.2843
C9 -1.37318 -5.31356 -2.66951  -0.2416
O1 -1.90843 -5.94233 -1.51887  -0.5485
C10 -0.93911 -6.55668 -0.67401  -0.0711
C11 -0.63363 -5.71248 0.55820  -0.2467
N3 0.12814 -4.50671 0.23191  -0.6250
C12 0.10593 -3.44443 1.24292  -0.2498
C13 -1.23389 -2.97253 1.82747  -0.0879
O2 -2.04351 -2.20015 0.95019  -0.5519
C14 -2.67596 -2.94172 -0.07887  -0.2461
H15 -2.19093 -5.14789 -3.37224  0.1960
H16 -0.94521 -4.33600 -2.43419  0.1446
H17 -0.61576 -5.93545 -3.15451  0.1757
H18 -0.02966 -6.82105 -1.22114  0.1765
H19 -1.39075 -7.48977 -0.32625  0.1931
H20 -0.05906 -6.30467 1.27581  0.1952
H21 -1.59295 -5.46458 1.02579  0.1702
H22 -0.20691 -4.11765 -0.63715  0.3490
H23 0.59129 -2.57588 0.78551  0.1938
H24 0.74657 -3.76335 2.07278  0.1939
H25 -0.99411 -2.30135 2.65757  0.1892
H26 -1.81606 -3.78794 2.27072  0.1704
H27 -3.05541 -3.90217 0.27369  0.1809
H28 -1.98799 -3.06958 -0.91394  0.1546
H29 -3.52016 -2.35642 -0.44735  0.1899


Question: Which value of gap between HOMO and LUMO does entry 1 give?
Answer: 7.101 eV


Question: Look up the gap between HOMO and LUMO of the second one.
Answer: 6.919 eV